{
  "formula": "C30H83N5O14",
  "method": "wB97M-V/def2-TZVPD",
  "fmax_ev_per_a": 3.5,
  "homo_energy_ev": -8.750,
  "de_lowest_kcal_mol": 95.7,
  "elements": ["C", "O", "C", "C", "C", "N", "H", "H", "H", "H", "H", "H", "H", "H", "H", "H", "H", "C", "O", "C", "C", "C", "N", "H", "H", "H", "H", "H", "H", "H", "H", "H", "H", "H", "C", "O", "C", "C", "C", "N", "H", "H", "H", "H", "H", "H", "H", "H", "H", "H", "H", "C", "O", "C", "C", "C", "N", "H", "H", "H", "H", "H", "H", "H", "H", "H", "H", "H", "C", "O", "C", "C", "N", "C", "C", "O", "C", "H", "H", "H", "H", "H", "H", "H", "H", "H", "H", "H", "H", "H", "H", "H", "O", "C", "C", "O", "H", "H", "H", "H", "H", "H", "O", "C", "C", "O", "H", "H", "H", "H", "H", "H", "O", "C", "C", "O", "H", "H", "H", "H", "H", "H", "O", "C", "C", "O", "H", "H", "H", "H", "H", "H"],
  "xyz": [[-8.232, -19.753, -22.042], [-9.699, -19.757, -22.338], [-10.594, -19.004, -21.486], [-10.097, -17.546, -21.181], [-10.974, -16.760, -20.167], [-10.091, -16.761, -22.422], [-7.704, -20.448, -22.695], [-7.832, -20.078, -21.081], [-7.890, -18.742, -22.264], [-11.566, -18.977, -21.978], [-10.620, -19.610, -20.580], [-9.114, -17.499, -20.711], [-12.020, -16.617, -20.437], [-10.540, -15.796, -19.898], [-10.930, -17.415, -19.296], [-10.900, -16.795, -23.025], [-9.922, -15.819, -22.098], [-2.874, -11.214, -23.860], [-4.082, -10.494, -24.014], [-3.980, -9.451, -25.064], [-5.451, -8.884, -25.292], [-6.471, -9.910, -25.934], [-5.582, -7.671, -26.129], [-2.517, -11.678, -24.780], [-3.042, -12.044, -23.174], [-2.055, -10.647, -23.417], [-3.274, -8.720, -24.670], [-3.638, -9.758, -26.053], [-5.798, -8.740, -24.269], [-6.356, -10.238, -26.967], [-7.444, -9.458, -25.744], [-6.349, -10.797, -25.312], [-6.462, -7.185, -26.030], [-5.149, -6.921, -25.608], [-11.555, -11.475, -26.220], [-11.792, -12.122, -24.970], [-11.147, -11.522, -23.835], [-11.383, -12.316, -22.542], [-10.632, -11.876, -21.325], [-10.996, -13.711, -22.872], [-11.875, -10.435, -26.285], [-12.226, -11.909, -26.960], [-10.527, -11.557, -26.575], [-10.073, -11.550, -24.019], [-11.450, -10.477, -23.774], [-12.454, -12.365, -22.344], [-10.766, -12.481, -20.428], [-11.114, -10.970, -20.958], [-9.547, -11.820, -21.419], [-10.782, -13.710, -23.859], [-11.835, -14.265, -22.768], [-11.712, -15.530, -28.496], [-12.246, -16.393, -27.516], [-12.741, -15.576, -26.419], [-13.342, -16.484, -25.248], [-14.196, -15.662, -24.286], [-12.308, -17.010, -24.414], [-12.379, -14.699, -28.726], [-11.519, -16.085, -29.413], [-10.718, -15.222, -28.171], [-11.892, -15.009, -26.038], [-13.491, -14.841, -26.710], [-13.809, -17.310, -25.784], [-13.649, -14.793, -23.919], [-14.505, -16.258, -23.428], [-15.026, -15.149, -24.771], [-11.452, -16.974, -24.948], [-12.578, -17.954, -24.176], [-6.013, -13.854, -17.753], [-5.532, -15.185, -18.004], [-6.226, -16.019, -18.921], [-5.297, -17.247, -19.296], [-5.513, -17.812, -20.582], [-4.450, -18.672, -21.129], [-4.513, -18.872, -22.639], [-4.621, -17.642, -23.323], [-4.656, -17.855, -24.700], [-6.496, -13.370, -18.603], [-5.369, -13.089, -17.319], [-6.825, -13.803, -17.028], [-6.404, -15.403, -19.803], [-7.211, -16.391, -18.642], [-5.451, -17.952, -18.480], [-4.291, -16.842, -19.184], [-5.730, -17.049, -21.207], [-4.527, -19.627, -20.609], [-3.422, -18.361, -20.938], [-5.211, -19.606, -23.040], [-3.533, -19.328, -22.781], [-3.937, -18.629, -24.968], [-4.362, -16.972, -25.268], [-5.630, -18.233, -25.009], [-8.462, -18.481, -26.384], [-9.571, -18.114, -27.142], [-9.361, -18.573, -28.609], [-7.986, -18.261, -28.984], [-8.610, -18.309, -25.452], [-10.514, -18.508, -26.764], [-9.924, -17.084, -27.093], [-10.090, -18.316, -29.378], [-9.380, -19.658, -28.506], [-7.507, -18.319, -28.154], [-5.925, -15.955, -27.137], [-5.341, -14.761, -26.600], [-5.336, -13.748, -27.781], [-6.568, -13.384, -28.209], [-6.830, -16.027, -26.825], [-5.869, -14.375, -25.728], [-4.315, -14.764, -26.233], [-4.803, -14.067, -28.677], [-4.846, -12.826, -27.469], [-6.871, -13.753, -29.042], [-8.347, -13.934, -22.045], [-7.332, -14.124, -23.002], [-7.330, -15.545, -23.504], [-8.481, -15.874, -24.277], [-9.207, -13.768, -22.439], [-7.403, -13.390, -23.805], [-6.447, -14.010, -22.377], [-7.366, -16.181, -22.620], [-6.486, -15.916, -24.085], [-9.093, -16.116, -23.578], [-14.595, -12.816, -19.152], [-13.457, -13.671, -18.856], [-13.643, -14.259, -17.535], [-14.673, -15.267, -17.546], [-14.597, -12.071, -18.547], [-13.324, -14.423, -19.633], [-12.536, -13.090, -18.816], [-13.743, -13.561, -16.703], [-12.816, -14.889, -17.207], [-14.531, -15.899, -18.254]],
  "mulliken_charge": [-0.365, -0.410, -0.897, 0.666, -1.869, 0.542, 0.357, 0.348, -0.096, 0.263, 0.421, 0.176, 0.203, 0.385, 0.607, 0.051, -0.051, -0.795, -0.251, -0.700, 0.304, -1.002, -0.739, 0.317, 0.253, 0.315, 0.399, 0.358, 0.276, 0.303, 0.371, 0.081, 0.264, 0.257, -0.876, -0.174, -1.176, 0.772, -1.630, -0.352, 0.369, 0.207, 0.348, 0.369, 0.493, 0.425, 0.194, 0.494, 0.358, 0.227, -0.112, -0.724, -0.396, -0.809, 0.172, -1.200, -0.355, 0.363, 0.240, 0.269, 0.381, 0.444, 0.403, 0.054, 0.401, 0.465, -0.176, 0.140, -0.706, -0.391, 0.129, -0.805, 0.267, -0.996, -0.464, -0.294, -0.566, 0.209, 0.309, 0.322, -0.129, 0.238, 0.309, 0.454, -0.123, 0.352, 0.434, 0.360, 0.421, 0.527, -0.073, 0.225, -0.613, -0.017, -0.435, -0.579, 0.151, 0.478, 0.059, 0.345, 0.246, 0.342, -0.425, 0.190, -0.541, -0.512, 0.214, -0.159, 0.353, 0.415, 0.175, 0.295, -0.338, -0.621, 0.660, 0.027, -0.165, 0.226, 0.510, -0.031, -0.485, 0.244, -0.550, 0.218, -0.485, -0.527, 0.322, 0.054, 0.045, 0.371, 0.290, 0.291]
}